{"formula": "C7H11OPdS", "method": "ωB97M-V with the def2-TZVPD basis set", "species": ["Pd", "C", "C", "C", "C", "C", "H", "H", "H", "H", "H", "C", "S", "C", "O", "H", "H", "H", "H", "H", "H"], "xyz": [[-1.03, -0.72, -0.85], [0.75, 1.24, -1.72], [-0.57, 1.59, -2.03], [-1.07, 0.42, -2.79], [-0.07, -0.53, -2.99], [1.04, -0.12, -2.20], [1.38, 1.77, -1.05], [-1.11, 2.44, -1.70], [-2.00, 0.41, -3.35], [-0.21, -1.42, -3.53], [1.84, -0.74, -1.92], [-0.43, -0.98, 3.43], [0.38, -1.28, 1.88], [0.85, 0.41, 1.64], [-0.83, -1.69, 1.09], [-1.29, -0.35, 3.25], [0.21, -0.57, 4.21], [-0.76, -1.96, 3.78], [1.62, 0.53, 2.42], [0.01, 1.08, 1.83], [1.26, 0.50, 0.61]], "orbital_gap_ev": [9.435, 7.629], "multiplicity": 3, "energy_ha": -874.2766, "charge": 1, "s_squared": 2.01, "homo_ev": [-12.43, -13.57]}